Version i
Molecular formula: C3H4BrF
Method: DFT, ωB97M-V/def2-TZVPD

Each line ends with the natural charge from an NBO analysis.
Atoms and positions in Å:
F: 2.11758 0.68248 -0.60052  -0.351
C: 1.08432 0.88608 0.20881  0.096
C: -0.09595 -0.33865 -0.16371  -0.265
C: -1.43804 -0.84172 -0.17789  -0.338
Br: -2.93420 0.23870 -0.02447  0.063
H: 1.50713 0.67750 1.15656  0.173
H: 0.88030 1.89038 0.07452  0.173
H: 0.64630 -1.26913 -0.29581  0.205
H: -1.76745 -1.92564 -0.17748  0.244

Properties
Frontier orbital gap = 0.3701 hartree
SMILES string = FC/C=C\Br
Molar mass = 138.97 Da
Highest occupied orbital energy = -9.29 eV
Net charge = 0

Version ii
Molecular formula: C3H4BrF
Method: DFT, ωB97M-V/def2-TZVPD

Each line ends with the natural charge from an NBO analysis.
Atoms and positions in Å:
C: 0.52726 -0.60917 -0.09224  -0.219
C: 1.40420 0.28546 0.26016  -0.280
C: -1.56729 0.05902 -0.06710  0.106
F: -1.53213 1.40506 -0.20611  -0.350
Br: 3.31812 -0.11566 -0.04819  -0.034
H: 0.61363 -1.65511 -0.49770  0.226
H: 1.34092 1.24834 0.58328  0.218
H: -2.14130 -0.04255 0.90362  0.168
H: -1.96343 -0.57541 -0.83573  0.164

Properties
Frontier orbital gap = 0.3663 hartree
Molar mass = 138.97 Da
Highest occupied orbital energy = -9.70 eV
Net charge = 0

The relative energies come out as version i 0.0000; version ii 0.0316, with values in hartree.

Version i
Molecular formula: C27H36BF5IrN9O8S3Te
Method: DFT, ωB97M-V/def2-TZVPD

Each line ends with the Mulliken spin population.
Atoms and positions in Å:
Ir: 0.15385 0.50138 0.21772  0.373
C: -0.84884 1.88747 -4.86943  0.000
C: -1.53190 0.61891 -4.35718  -0.003
C: -2.34742 -0.00159 -5.48687  0.000
C: -2.44779 0.88120 -3.16435  -0.003
N: -0.46932 -0.39067 -3.94201  -0.003
C: -0.30035 -1.62822 -4.50450  -0.001
C: 0.74083 -2.22313 -3.86714  0.009
N: 1.20465 -1.37185 -2.90315  0.001
B: 2.36688 -1.88596 -1.94396  0.016
N: 3.28786 -0.75190 -1.44124  -0.002
C: 4.29125 -0.28089 -2.26002  0.000
C: 4.87534 0.75962 -1.63880  0.001
N: 4.23628 0.94054 -0.42690  -0.002
C: 3.27030 0.00881 -0.32233  0.012
S: 2.21255 -0.29371 1.02554  -0.004
C: 4.58794 2.15448 0.41805  -0.001
C: 6.10631 2.14431 0.59865  0.000
C: 4.12201 3.37754 -0.37200  -0.003
C: 3.93114 2.17106 1.79125  -0.001
N: 1.80843 -2.77811 -0.81072  -0.012
C: 2.59392 -3.78641 -0.29516  -0.001
C: 1.96758 -4.28028 0.79056  0.007
N: 0.78691 -3.58148 0.95216  0.004
C: 0.71441 -2.68022 -0.03728  0.040
S: -0.57743 -1.53940 -0.36161  0.351
C: -0.09662 -3.85244 2.15376  -0.020
C: 0.73406 -3.51370 3.39036  0.001
C: -0.47011 -5.33245 2.11050  0.001
C: -1.36078 -3.00910 2.14207  0.058
C: 0.45235 -0.26697 -2.97135  0.008
S: 0.56215 1.19860 -2.00577  0.021
H: -1.60498 2.51053 -5.34546  0.000
H: -0.09406 1.64452 -5.61880  0.000
H: -0.39979 2.48538 -4.07846  0.001
H: -3.12341 0.71094 -5.75863  0.000
H: -2.84436 -0.92234 -5.17916  0.000
H: -1.74431 -0.18491 -6.37686  0.000
H: -3.25136 1.54372 -3.48523  0.000
H: -1.95487 1.38365 -2.33190  0.003
H: -2.89559 -0.04821 -2.80767  -0.001
H: -0.91050 -1.99158 -5.30796  0.000
H: 1.19598 -3.18343 -4.03272  0.001
H: 3.03665 -2.59201 -2.64322  0.000
H: 4.50949 -0.73621 -3.20941  0.000
H: 5.69332 1.37784 -1.95459  0.000
H: 6.64466 2.30326 -0.33484  0.000
H: 6.43924 1.20592 1.04367  0.000
H: 6.38168 2.95488 1.27114  0.000
H: 4.60144 3.43883 -1.35014  0.000
H: 4.38251 4.27647 0.18617  0.000
H: 3.04059 3.35923 -0.51567  0.000
H: 4.17273 1.28752 2.38039  0.000
H: 2.85238 2.28707 1.73957  -0.001
H: 4.32983 3.04248 2.31072  0.000
H: 3.53191 -4.05632 -0.74565  0.000
H: 2.26065 -5.06566 1.46066  0.001
H: 1.60825 -4.15776 3.48386  0.000
H: 0.11819 -3.64788 4.27869  0.000
H: 1.05269 -2.47179 3.36533  0.000
H: 0.39887 -5.98373 2.19692  0.000
H: -1.00054 -5.57454 1.18857  0.000
H: -1.12831 -5.55059 2.95024  0.000
H: -1.14720 -1.94215 2.20233  -0.028
H: -1.92422 -3.26944 3.03838  0.003
H: -1.99374 -3.23273 1.28317  -0.003
O: -3.24318 5.53816 4.17164  0.000
N: -2.97316 4.54554 4.81062  -0.001
O: -3.24021 4.36116 5.97942  0.002
C: -2.32610 3.43964 4.08786  0.010
C: -1.94978 3.62374 2.76773  -0.005
C: -1.36387 2.56561 2.13309  0.009
C: -1.08567 1.31299 2.72737  0.018
O: -0.46731 0.32902 2.10866  0.063
C: -1.50108 1.20028 4.07002  0.009
C: -2.11294 2.24756 4.73912  -0.002
N: -1.30803 -0.04125 4.83717  -0.002
O: -0.70338 -0.95822 4.31136  0.001
O: -1.69957 -0.05381 5.98403  0.001
N: -0.92569 2.68921 0.73290  -0.011
O: -1.25445 3.85007 0.15842  -0.004
O: -1.51959 1.65759 -0.01065  0.009
H: -2.10671 4.56702 2.26168  -0.001
H: -2.41352 2.12253 5.76810  0.000
F: 0.80836 3.80569 -1.49051  0.000
Te: 0.06224 5.31357 -0.35341  0.000
F: 2.08525 1.51554 -2.33392  0.000
F: -1.25154 5.40260 -1.74644  0.000
F: -1.18585 6.37822 0.60332  0.000
F: 0.68436 4.83032 1.45087  0.000
O: 0.44719 2.38918 0.74512  0.083

Properties
Frontier orbital gap (spin up / spin down) = 0.2763 / 0.1961 hartree
2S+1 = 2
Molar mass = 1136.46 Da
Highest occupied orbital energy (spin up / spin down) = -11.45 / -11.35 eV
Net charge = +1
⟨S²⟩ = 0.756

Version ii
Molecular formula: C27H36BF5IrN9O8S3Te
Method: DFT, ωB97M-V/def2-TZVPD

Each line ends with the Mulliken spin population.
Atoms and positions in Å:
Ir: -0.22080 -0.56653 -0.52750  0.653
C: -3.20921 4.94422 1.10410  0.000
C: -2.73274 3.61532 0.51113  0.002
C: -3.67685 2.48339 0.89806  -0.001
C: -2.62084 3.80171 -0.99973  0.000
N: -1.38811 3.28513 1.12864  0.003
C: -1.09308 3.69300 2.40894  0.002
C: 0.15105 3.26124 2.69791  -0.005
N: 0.62140 2.58159 1.60508  -0.022
B: 2.09060 2.09360 1.60142  0.038
N: 2.28573 0.68350 2.21069  -0.009
C: 3.51488 0.31941 2.68709  -0.002
C: 3.40038 -0.92551 3.19527  0.004
N: 2.09528 -1.32674 3.03209  -0.001
C: 1.43272 -0.32911 2.39558  0.024
S: -0.20137 -0.33069 1.78645  0.016
C: 1.66070 -2.68887 3.54332  -0.005
C: 0.15844 -2.77393 3.77607  -0.003
C: 2.11107 -3.71750 2.51121  0.001
C: 2.35807 -2.91438 4.88778  0.000
N: 2.69598 2.12416 0.18853  -0.002
C: 3.26396 3.26210 -0.32006  -0.002
C: 3.69752 2.97812 -1.56703  0.002
N: 3.37750 1.66412 -1.82568  -0.001
C: 2.73974 1.16209 -0.74380  0.025
S: 2.13087 -0.47357 -0.56114  0.084
C: 3.70494 0.96531 -3.12331  0.009
C: 4.40717 1.95276 -4.05005  0.001
C: 4.64744 -0.19787 -2.82976  -0.002
C: 2.41027 0.50270 -3.77112  -0.006
C: -0.33990 2.56485 0.66566  0.019
S: -0.22019 1.72911 -0.87657  -0.026
H: -4.06683 5.27997 0.52480  0.000
H: -2.43788 5.71297 1.04034  0.000
H: -3.54125 4.85437 2.13825  0.000
H: -4.64802 2.64204 0.42804  0.000
H: -3.81582 2.45524 1.98057  0.000
H: -3.27982 1.52559 0.56602  -0.002
H: -3.56101 4.22921 -1.34666  0.000
H: -2.46875 2.87740 -1.53534  0.000
H: -1.82000 4.50292 -1.24562  -0.001
H: -1.77119 4.27770 2.99884  0.000
H: 0.74998 3.40123 3.57950  0.000
H: 2.70726 2.85972 2.29073  0.000
H: 4.36581 0.97502 2.63607  0.000
H: 4.13876 -1.54538 3.66570  0.001
H: -0.40147 -2.78148 2.85375  -0.001
H: -0.20038 -1.95983 4.40844  0.001
H: -0.03531 -3.71346 4.29289  0.000
H: 1.62101 -3.54508 1.55329  -0.001
H: 1.84237 -4.71543 2.85838  0.000
H: 3.19228 -3.68436 2.36994  0.000
H: 2.21941 -2.06332 5.55557  0.000
H: 3.42394 -3.11323 4.78276  0.000
H: 1.91618 -3.78993 5.35972  0.000
H: 3.33617 4.16810 0.25428  0.000
H: 4.21711 3.59891 -2.26928  0.000
H: 5.34879 2.31556 -3.63606  0.000
H: 3.76991 2.80010 -4.30648  0.000
H: 4.63783 1.42457 -4.97344  0.000
H: 5.57659 0.15871 -2.38231  0.000
H: 4.88906 -0.69710 -3.76817  0.000
H: 4.19099 -0.93265 -2.16918  0.000
H: 1.67963 1.31366 -3.80468  0.000
H: 1.98155 -0.33882 -3.24072  0.005
H: 2.61554 0.18998 -4.79449  0.000
O: -5.54848 -5.76005 -0.96637  0.000
N: -5.82814 -4.63092 -1.30492  0.000
O: -6.83847 -4.28778 -1.87612  0.000
C: -4.84139 -3.57912 -0.99917  -0.002
C: -5.09783 -2.27898 -1.37903  0.002
C: -4.17618 -1.29454 -1.08502  0.002
C: -2.98294 -1.54961 -0.38392  0.033
O: -2.18210 -0.61887 0.08547  0.053
C: -2.77223 -2.91331 -0.08950  -0.014
C: -3.67178 -3.92225 -0.36603  0.001
N: -1.49532 -3.35921 0.45922  -0.001
O: -1.45921 -4.40415 1.05142  -0.002
O: -0.46094 -2.68304 0.30518  0.029
N: -4.51955 0.05832 -1.56187  -0.001
O: -5.67388 0.26253 -1.86837  0.000
O: -3.61446 0.85189 -1.69103  0.001
H: -6.00371 -2.02932 -1.91172  0.000
H: -3.45322 -4.95044 -0.11896  0.000
F: 0.19938 -3.59094 -4.31999  0.003
Te: -0.63105 -2.17449 -3.50560  0.008
F: 0.08926 -1.00534 -4.73147  0.001
F: -2.04363 -2.31493 -4.66973  0.000
F: -1.61439 -3.35428 -2.46488  0.000
F: -1.59144 -0.71693 -2.73443  0.013
O: 0.58660 -1.85979 -2.17791  0.077

Properties
Frontier orbital gap (spin up / spin down) = 0.2675 / 0.2267 hartree
2S+1 = 2
Molar mass = 1136.46 Da
Highest occupied orbital energy (spin up / spin down) = -11.54 / -11.40 eV
Net charge = +1
⟨S²⟩ = 0.759

The relative energies come out as version i 0.0375; version ii 0.0000, with values in hartree.

Version i
Molecular formula: C4H12N2O
Method: DFT, ωB97M-V/def2-TZVPD

Each line ends with the natural charge from an NBO analysis.
Atoms and positions in Å:
C: -0.21600 0.76828 -0.34696  0.603
C: -0.98384 1.36756 -1.28886  -0.842
C: 0.53265 -1.05548 1.01692  -0.637
C: 0.81454 -0.23776 -0.22861  -0.190
N: 0.01834 1.92329 2.16744  -0.267
N: 0.66143 -1.19048 -1.47975  -0.709
O: -0.38192 1.99854 0.97077  -0.259
H: -1.50499 2.16451 -0.82187  0.328
H: -0.49261 1.86146 -2.10109  0.303
H: -1.77377 0.63841 -1.67691  0.339
H: 1.31474 -1.82034 1.29591  0.278
H: -0.37666 -1.65697 0.96067  0.259
H: 0.70714 -0.27764 1.69033  0.246
H: 1.82174 0.16186 -0.26066  0.302
H: -0.72980 2.02585 2.93257  0.426
H: 1.00946 2.16544 2.48774  0.415
H: 0.89418 -0.96656 -2.46502  0.478
H: -0.31010 -1.61684 -1.46489  0.455
H: 1.23185 -2.04399 -1.28725  0.471

Properties
Frontier orbital gap (spin up / spin down) = 0.3337 / 0.2558 hartree
Molar mass = 104.15 Da
Highest occupied orbital energy (spin up / spin down) = -18.77 / -17.71 eV
Net charge = +2

Version ii
Molecular formula: C4H12N2O
Method: DFT, ωB97M-V/def2-TZVPD

Each line ends with the natural charge from an NBO analysis.
Atoms and positions in Å:
N: -1.12857 -1.45611 -1.85978  -0.682
C: -1.05036 -0.15996 -1.20769  -0.239
C: -0.27924 -0.34519 0.18744  -0.470
C: 0.59236 0.81506 0.59991  -0.170
N: 0.30111 1.19980 2.03728  -0.681
C: 2.14473 0.39059 0.41036  0.439
O: 2.35141 -0.30398 -0.52165  -0.430
H: -1.87127 -2.12030 -1.59227  0.470
H: -0.20378 -1.91160 -1.92846  0.468
H: -1.46430 -1.34708 -2.83550  0.468
H: -0.46128 0.65069 -1.67999  0.254
H: -1.99748 0.32900 -1.06227  0.256
H: -1.02254 -0.76185 0.89307  0.248
H: 0.35728 -1.25685 0.17226  0.257
H: 0.37532 1.68632 -0.02403  0.258
H: -0.64508 0.85422 2.24358  0.453
H: 0.25708 2.18502 2.32153  0.472
H: 0.88930 0.69808 2.71356  0.455
H: 2.85530 0.85412 1.13266  0.174

Properties
Frontier orbital gap = 0.4067 hartree
SMILES string = [NH3+]CC[C@@H]([NH3+])C=O
Molar mass = 104.15 Da
Highest occupied orbital energy = -18.40 eV
Net charge = +2

The relative energies come out as version i 0.2175; version ii 0.0000, with values in hartree.

Version i
Molecular formula: C3H6N2S3
Method: DFT, ωB97M-V/def2-TZVPD

Each line ends with the natural charge from an NBO analysis.
Atoms and positions in Å:
N: 1.59007 -0.44364 0.72035  -0.809
C: 1.25147 0.77541 -0.06620  -0.312
C: 0.86216 0.41284 -1.49162  -0.279
S: 1.95181 0.38427 -2.70248  0.054
S: -0.80761 -0.01951 -1.97043  0.319
C: -1.86640 -0.20666 -0.51940  -0.070
N: -1.35590 -0.47654 0.62433  -0.573
S: -2.57818 -0.67125 1.84718  0.157
H: 0.77362 -1.05929 0.66043  0.380
H: 2.42161 -0.90422 0.34784  0.363
H: 2.02946 1.54606 -0.01546  0.226
H: 0.41088 1.26471 0.40812  0.211
H: -2.93594 -0.08304 -0.75431  0.200
H: -1.74704 -0.51914 2.91165  0.134

Properties
Frontier orbital gap = 0.3033 hartree
SMILES string = NCC(=S)S/C=N/S
Molar mass = 166.30 Da
Highest occupied orbital energy = -8.85 eV
Net charge = 0

Version ii
Molecular formula: C3H6N2S3
Method: DFT, ωB97M-V/def2-TZVPD

Each line ends with the natural charge from an NBO analysis.
Atoms and positions in Å:
S: -0.67585 2.19796 1.74105  -0.153
C: -0.46709 0.94578 0.73111  0.087
C: -0.39600 0.91094 -0.82432  -0.306
N: 0.10511 -0.43137 -1.20331  -0.521
S: 1.73018 -0.36551 -2.07047  0.136
C: 0.01200 -1.19339 -0.01452  -0.061
N: -0.15004 -0.27777 1.08467  -0.522
S: -0.01300 -0.85203 2.70048  0.161
H: -1.31713 1.04333 -1.37443  0.228
H: 0.14352 1.86827 -1.06041  0.250
H: 1.05378 -0.34505 -3.17956  0.116
H: 0.90520 -1.91543 0.23905  0.206
H: -0.77337 -1.93104 -0.13858  0.196
H: -0.15732 0.34531 3.36922  0.183

Properties
Frontier orbital gap = 0.3296 hartree
SMILES string = S=C1CN(S)CN1S
Molar mass = 166.30 Da
Highest occupied orbital energy = -8.61 eV
Net charge = 0

The relative energies come out as version i 0.0000; version ii 0.0160, with values in hartree.